1.
Below is a molecular structure, C13H23AsO3PtSe4Si2, with properties calculated with ωB97M-V/def2-TZVPD.

```
! RIJCOSX wB97M-V def2-TZVPD def2/J DEFGRID3
* xyz 0 5
Si -0.814 1.879 0.506
O 5.192 1.489 -0.516
H -1.099 3.064 -1.650
H -4.111 -3.425 -0.781
Si -3.005 -1.520 0.289
H -2.655 -1.117 2.742
H -2.417 -3.814 -0.458
C 3.625 2.070 -2.172
C -1.619 3.077 -0.691
H -1.574 4.096 -0.301
C -1.698 1.846 2.164
Se 2.048 -4.696 1.656
H -1.204 1.187 2.881
C 2.547 1.743 -2.972
H -4.510 0.428 0.716
H 2.180 2.471 -3.685
Se 0.572 -3.846 0.169
Pt 1.032 -1.377 0.310
C 3.501 -0.103 -1.113
As -1.031 -0.341 -0.288
H 2.056 -1.442 -1.958
C -3.091 -3.032 -0.809
O 3.106 -1.905 0.398
C -2.821 -1.980 2.096
H -4.497 0.013 -0.999
H -2.667 2.830 -0.870
Se 1.515 -3.521 3.595
H -1.676 2.859 2.579
H 1.567 1.972 -0.213
H 4.106 3.037 -2.244
H 1.131 3.309 0.853
H -1.999 -2.682 2.241
C 1.009 2.234 0.687
C 3.959 -1.035 -0.020
H 5.456 0.670 -0.019
O 5.113 -0.944 0.404
H -3.749 -2.466 2.412
C 1.956 0.485 -2.895
H -2.852 -2.815 -1.851
H 1.144 0.212 -3.555
Se 0.878 -1.507 2.825
C 2.447 -0.425 -1.973
H 1.460 1.706 1.529
C 4.131 1.146 -1.254
H -2.743 1.546 2.084
H -5.410 -0.974 0.141
C -4.488 -0.403 0.010
*
```

As for the orbital gap (alpha / beta): 7.06 / 5.41 eV. The strongest force on any atom is 0.62 eV Å⁻¹. As for the expectation value of S²: 6.022. The value obtained for the energy relative to the best compared isomer or geometry (same formula, charge and spin) is 10.67 kcal per mole.

2.
Below is a molecular structure, C13H23BF4NPTc, with properties calculated with ωB97M-V/def2-TZVPD.

```
! RIJCOSX wB97M-V def2-TZVPD def2/J DEFGRID3
* xyz 2 4
B -0.269 -0.135 4.528
H 1.469 -2.918 -0.082
H 4.114 -0.923 1.657
Tc 0.146 0.151 1.455
H -2.827 0.216 -2.401
H -2.405 -1.427 -3.074
H -1.646 -0.539 0.986
N -1.786 -1.123 -1.090
C 2.777 0.690 -0.394
C 0.549 3.324 -2.050
H -0.776 -1.344 -1.147
C 1.839 -2.030 -0.610
C 3.093 -1.258 1.886
P 1.975 -0.687 0.597
H -2.944 1.545 -1.001
H -2.437 1.850 0.635
H -2.951 -2.507 0.024
C -0.836 1.804 -0.773
H -3.258 -0.473 0.278
C 1.713 2.631 -1.684
H -1.572 -3.250 -0.838
H 2.829 -2.247 -1.034
C 0.337 1.204 -0.310
H 3.341 0.247 -1.224
C -2.157 1.296 -0.285
F -0.090 -1.415 4.060
H 2.751 -0.865 2.858
F -1.044 0.569 2.984
C 1.609 1.540 -0.819
C -2.378 -2.504 -0.905
H 2.690 2.915 -2.085
C -2.067 -0.577 -2.468
H 1.093 1.034 2.501
H 1.151 -1.786 -1.435
F -1.283 0.112 5.378
H -1.130 -0.176 -2.882
H -3.047 -2.729 -1.740
F 0.841 0.668 4.600
H 3.009 -2.354 1.881
C -0.710 2.890 -1.639
H 0.625 4.216 -2.672
C -2.211 -0.200 0.059
H 3.505 1.204 0.250
H -1.630 3.360 -1.977
*
```

As for the orbital gap (alpha / beta): 8.26 / 3.52 eV. The strongest force on any atom is 3.00 eV Å⁻¹. As for the expectation value of S²: 3.788. The value obtained for the energy relative to the best compared isomer or geometry (same formula, charge and spin) is 0.00 kcal per mole.

3.
Below is C13H23BN4O4 in the gas phase, with properties calculated with ωB97M-V/def2-TZVPD.

```
! RIJCOSX wB97M-V def2-TZVPD def2/J DEFGRID3
* xyz 0 1
C 0.432 1.941 2.187
H 2.015 1.055 -1.217
C 1.331 -0.982 1.277
H -2.074 -2.384 -0.558
C 2.837 2.495 2.816
N 0.138 -0.547 2.067
C 1.168 3.977 1.641
H 3.576 3.250 2.536
O 1.956 -0.934 -2.393
H -0.365 1.076 -0.437
N -0.509 2.498 1.452
H -5.122 -2.768 -3.082
N 2.070 0.706 -0.247
C 0.360 0.648 2.901
H 1.826 4.816 1.357
H 1.239 0.505 3.539
B -3.118 -2.253 -2.982
O -4.217 -3.112 -2.936
C 1.184 -0.392 -0.121
C -1.334 -2.136 -1.345
H -4.099 -0.715 -3.792
H 1.352 -2.074 1.229
C 1.618 -1.418 -1.170
O 1.627 -2.570 -0.834
H 2.761 2.390 3.900
H -1.026 -2.516 -3.408
H -0.527 0.693 3.538
C -0.958 -0.398 1.090
H 2.235 -0.641 1.801
C -0.042 3.725 1.084
H -1.724 -3.907 -2.530
H -2.095 -0.143 -1.544
C -1.120 -0.645 -1.454
H 2.216 -1.712 -2.931
H -1.657 0.349 1.481
H -0.430 -2.594 -0.927
H -1.460 -1.353 0.999
H 1.797 1.444 0.453
H -0.629 -0.383 -2.399
C -1.696 -2.822 -2.630
C -0.342 -0.014 -0.295
H -0.614 4.472 0.557
H 3.121 1.493 2.458
N 1.514 2.794 2.262
O -3.214 -0.916 -3.397
*
```

As for the orbital gap: 8.51 eV. Its SMILES is Cn1ccnc1CN1C[C@H](CCCB(O)O)[C@](N)(C(=O)O)C1. The strongest force on any atom is 2.41 eV Å⁻¹. The value obtained for the energy relative to the best compared isomer or geometry (same formula, charge and spin) is 5.41 kcal per mole.

4.
Below is a molecular structure, C13H23BeN2O3P, with properties calculated with ωB97M-V/def2-TZVPD.

```
! RIJCOSX wB97M-V def2-TZVPD def2/J DEFGRID3
* xyz 0 1
H 2.816 1.410 -1.915
H 2.112 2.821 -2.723
H 2.174 -0.911 -2.630
H 0.670 3.698 0.911
O 0.139 -0.541 4.309
H 2.337 3.320 0.434
H 1.363 4.421 -0.562
H 1.448 1.221 -3.026
C -1.489 1.253 -2.295
H 0.155 0.311 1.376
C -1.834 -1.146 -2.310
H 0.040 -3.782 -2.200
H -1.482 2.842 -0.799
C 1.879 1.858 -2.251
H -0.159 -3.533 -0.471
C 1.403 -1.700 -2.728
N 0.240 0.362 3.506
O 0.096 1.566 3.677
H 2.536 -3.239 -0.782
H -2.520 2.403 -3.793
O -0.304 -0.464 0.975
C -1.276 -0.003 -1.773
H 0.741 1.166 0.243
C -2.713 -1.003 -3.405
C -2.338 1.405 -3.394
C -0.182 -3.028 -1.434
C 1.970 -2.357 -0.477
H -0.735 3.291 -2.325
H -2.120 -2.506 -0.668
H -3.220 -1.903 -3.786
C -1.612 -2.508 -1.661
N 0.899 -2.061 -1.405
H 2.648 -1.511 -0.417
H -3.575 0.362 -4.816
C 1.329 3.520 0.056
H 0.586 -1.297 -3.359
P 0.758 2.105 -0.877
H 1.532 -2.508 0.503
H -2.158 -3.267 -2.254
C -0.866 2.453 -1.625
Be -0.209 -0.202 -0.428
H 1.861 -2.583 -3.241
C -2.936 0.267 -3.941
*
```

As for the orbital gap (alpha / beta): 4.45 / 4.45 eV. The strongest force on any atom is 4.99 eV Å⁻¹.

5.
Below is a molecular structure, C13H23Cl3EuNO4P2, with properties calculated with ωB97M-V/def2-TZVPD.

```
! RIJCOSX wB97M-V def2-TZVPD def2/J DEFGRID3
* xyz 1 8
H -1.433 -4.290 2.017
H -0.273 4.575 -2.597
C 0.730 -0.323 -2.204
H -1.702 -1.402 4.013
H -4.436 -0.103 1.379
H -1.824 -1.020 1.180
H 1.413 -1.465 1.810
H 2.571 1.891 -0.841
H -4.545 0.008 -3.279
H 2.921 -2.854 -2.870
O -0.504 2.227 2.549
H 2.737 2.722 -2.447
Cl 2.323 1.079 4.404
H -1.980 -3.581 0.437
C -0.070 3.626 -3.109
H -0.417 -2.641 4.023
C 0.732 1.957 2.415
C 2.205 -2.238 -2.337
C 1.819 2.487 3.433
H 2.243 3.653 -0.974
C 1.938 -2.477 -0.990
H 0.013 -0.931 3.806
H 0.235 0.967 -3.846
H -0.985 3.280 -3.613
H 0.979 -3.115 1.278
C 2.182 2.689 -1.495
H -2.907 -3.238 1.931
Cl 1.147 3.721 4.487
C 1.562 -1.187 -2.971
O -4.114 -0.803 -3.569
C 0.723 -2.046 1.161
H -3.214 0.712 0.920
C 0.347 0.937 -2.755
O -3.543 0.107 1.653
O 1.174 1.206 1.477
H 2.388 -3.311 -0.446
N 0.385 -0.666 -0.905
H 0.748 3.757 -3.834
C -0.741 -1.692 3.583
P 0.375 2.425 -1.790
C -1.902 -3.426 1.523
P -0.957 -1.940 1.837
Cl 3.161 3.165 2.491
H -3.230 -0.806 -3.184
Eu -1.046 0.978 0.554
C 1.005 -1.697 -0.309
H 1.768 -0.916 -4.001
*
```

As for the orbital gap (alpha / beta): 4.80 / 4.86 eV. The strongest force on any atom is 2.88 eV Å⁻¹. As for the expectation value of S²: 15.761. The value obtained for the energy relative to the best compared isomer or geometry (same formula, charge and spin) is 0.00 kcal per mole.

6.
Below is a molecular structure, C13H23ClNO4PTc, with properties calculated with ωB97M-V/def2-TZVPD.

```
! RIJCOSX wB97M-V def2-TZVPD def2/J DEFGRID3
* xyz 2 4
H -0.330 1.488 2.525
H 1.238 0.137 -2.255
O 4.772 2.010 -0.667
H -2.725 -3.636 -1.716
Cl 3.457 1.488 -0.795
C -0.367 -2.262 1.993
C -0.765 0.481 2.569
C 0.183 -0.058 -2.505
O 2.702 1.659 0.499
Tc 1.800 -0.359 0.550
C -0.665 -2.188 0.534
C -0.676 3.346 -1.195
C 0.052 -1.272 -0.256
H -1.276 -2.248 2.610
H 2.743 -1.736 1.455
P 0.580 -0.726 2.327
H -1.534 0.377 1.791
C -1.663 -3.025 0.041
H -3.206 2.062 -1.520
H -0.805 3.439 -0.103
C 1.391 -0.832 3.900
H 2.461 -1.001 3.741
H 3.165 -1.049 1.608
N -1.106 2.037 -1.600
C -0.413 -1.079 -1.587
C -1.373 -1.972 -2.096
H 1.244 0.152 4.363
H 0.345 2.017 -3.028
H -2.154 -3.701 0.749
O 3.426 -0.032 -0.916
H -2.427 0.498 -1.130
H -1.218 1.293 -3.518
O 2.723 2.103 -1.871
C -0.479 1.365 -2.694
H 0.185 -0.507 -3.517
H -1.282 4.143 -1.671
H -1.201 0.289 3.558
H 0.942 -1.634 4.497
H -2.380 1.858 0.027
C -1.996 -2.939 -1.304
C -2.338 1.583 -1.037
H -1.636 -1.912 -3.155
H 0.226 -3.155 2.244
H 0.381 3.498 -1.447
*
```

As for the orbital gap (alpha / beta): 6.69 / 6.24 eV. The strongest force on any atom is 3.79 eV Å⁻¹. As for the expectation value of S²: 3.777.

7.
Below is a molecular structure, C13H23ClNPSn, with properties calculated with ωB97M-V/def2-TZVPD.

```
! RIJCOSX wB97M-V def2-TZVPD def2/J DEFGRID3
* xyz 2 1
H -1.710 2.537 3.280
H -2.566 -0.835 0.221
Sn 1.402 1.654 0.967
C -2.441 2.195 2.533
H 1.348 2.166 2.578
C -0.535 -0.200 -2.142
H -0.437 -1.041 -1.455
H 0.416 1.635 -3.972
N 0.675 0.604 -2.124
C 2.537 -0.927 -1.315
Cl 3.432 2.339 0.034
H -0.644 0.276 3.353
C 0.790 -3.260 1.124
H -0.332 2.388 -2.521
H -0.313 2.007 0.278
C -0.960 -0.165 2.392
H 2.883 -1.863 -1.778
H -0.748 -0.596 -3.147
C 1.889 -0.142 -2.469
H 1.437 2.444 -2.770
H -3.533 0.649 -0.157
H 3.440 -0.395 -0.989
H -2.890 3.069 2.043
C 1.592 -2.731 0.117
C 0.079 -1.033 1.701
H -1.846 -0.766 2.671
H 2.633 0.583 -2.836
C -2.970 0.114 0.621
C 1.692 -1.351 -0.113
H 0.733 -4.333 1.253
C 1.005 -0.505 0.775
H 2.141 -3.396 -0.551
P -1.603 1.186 1.258
H -3.651 -0.124 1.457
C 0.536 1.831 -2.892
C 0.055 -2.413 1.940
H 1.669 -0.848 -3.304
H -1.371 0.427 -1.819
H -0.603 -2.808 2.715
H -3.233 1.625 3.042
*
```

As for the orbital gap (alpha / beta): 6.24 / 4.75 eV. The strongest force on any atom is 3.51 eV Å⁻¹. The value obtained for the energy relative to the best compared isomer or geometry (same formula, charge and spin) is 0.94 kcal per mole.

8.
Below is 2 unconnected molecules or ions with the total composition C13H23N2O5P, with properties calculated with ωB97M-V/def2-TZVPD.

```
! RIJCOSX wB97M-V def2-TZVPD def2/J DEFGRID3
* xyz 0 1
H 2.616 -0.783 -1.741
H -0.579 2.906 1.449
H -3.239 -4.331 -3.360
O 0.006 0.306 -0.237
H -5.182 -3.218 -0.054
H -4.952 -4.030 -3.328
O 0.492 1.262 2.497
C 1.912 -2.086 -3.295
O -2.050 0.494 1.662
C 3.260 4.828 4.367
H 1.143 -2.159 -0.417
H 0.312 -3.763 -2.844
P -0.487 0.226 1.437
C 0.485 -2.594 -2.670
H -0.752 -2.073 1.514
H 3.121 -2.443 -1.645
C 3.995 5.415 3.024
C 3.417 5.142 1.481
H -1.695 -0.964 -0.473
H 3.936 5.567 0.515
C 1.906 3.910 4.217
C -5.057 -2.747 -1.033
O -0.166 -1.425 2.007
H 2.393 -3.034 -3.838
C -3.838 -3.316 -1.699
N -4.046 -3.939 -2.891
C -0.669 -0.734 -1.038
H -1.001 -0.361 -2.119
H -5.961 -2.923 -1.623
H 1.352 3.450 5.156
H 1.801 -1.267 -4.156
C 0.205 -2.157 -1.117
H 1.591 3.939 0.273
H 3.679 5.013 5.464
H 4.989 6.066 3.110
O -2.714 -3.237 -1.217
H -0.535 -2.980 -0.669
H -0.368 -2.071 -3.321
N 2.932 -1.620 -2.281
C 1.339 3.618 2.675
C 2.059 4.211 1.321
H -4.925 -1.669 -0.909
C -0.007 2.656 2.445
H -0.720 2.919 3.360
*
```

As for the orbital gap: 8.60 eV. Its SMILES is NCCCCO[P@@](=O)(O)OCc1ccccc1.CC(N)=O. The strongest force on any atom is 6.08 eV Å⁻¹. The value obtained for the energy relative to the best compared isomer or geometry (same formula, charge and spin) is 3.70 kcal per mole.

9.
Below is 2 unconnected molecules or ions with the total composition C13H23N2O9, with properties calculated with ωB97M-V/def2-TZVPD.

```
! RIJCOSX wB97M-V def2-TZVPD def2/J DEFGRID3
* xyz -1 1
C -2.757 0.921 -4.904
H 0.408 0.346 -2.397
C 0.965 -0.190 3.084
H -1.819 0.244 3.363
C 2.006 1.415 0.580
H -3.362 0.634 -4.037
C 2.866 0.354 1.291
N -1.082 -1.519 2.485
H 2.833 0.814 3.374
H -1.272 0.829 -2.123
H -1.462 -2.246 1.902
C -0.343 1.108 -2.630
H 1.012 -2.145 7.277
H -0.784 -0.319 -7.001
O -3.549 1.510 -5.921
H -3.018 -1.043 3.127
O 0.429 -0.542 -5.635
O 2.108 1.525 -0.664
H -2.548 -1.205 -5.291
H -1.812 -1.191 4.424
O -1.743 -0.137 -6.892
C 2.461 0.006 2.742
O 0.745 -1.874 1.333
H 0.694 0.574 5.039
H 3.902 0.700 1.310
H 1.676 -0.504 7.092
O 0.130 2.358 -2.130
H 1.277 -0.460 -5.156
C 0.209 -1.254 2.244
C -0.667 -0.255 -4.739
H 0.856 2.181 -1.456
C -1.985 -0.835 3.407
H 0.457 0.736 2.832
C -2.002 -0.276 -5.481
O 1.247 2.145 1.254
C 0.885 -1.184 6.782
H 0.299 1.681 -4.595
H -0.690 -1.000 -3.936
N 0.821 -0.294 4.550
H -2.987 1.488 -6.717
H -0.088 -0.765 7.032
O -1.758 1.861 -4.526
H 2.859 -0.561 0.696
C 0.972 -1.391 5.289
C -0.557 1.163 -4.152
H 3.003 -0.895 3.032
O 1.162 -2.512 4.843
*
```

As for the orbital gap: 7.67 eV. The strongest force on any atom is 1.81 eV Å⁻¹. The value obtained for the energy relative to the best compared isomer or geometry (same formula, charge and spin) is 25.96 kcal per mole.

10.
Below is 2 unconnected molecules or ions with the total composition C13H23N3O8P, with properties calculated with ωB97M-V/def2-TZVPD.

```
! RIJCOSX wB97M-V def2-TZVPD def2/J DEFGRID3
* xyz 1 1
C -1.953 -0.740 -1.171
H 2.941 0.379 -1.860
C 5.923 -1.977 -2.399
H 2.812 1.717 3.765
C 0.530 -0.137 -1.552
O 2.950 0.739 4.025
H -2.698 -0.238 1.473
H 5.346 -2.693 -1.809
H -2.634 1.412 -0.533
H -4.603 -0.683 -1.745
H -5.417 1.045 0.098
N 5.026 -1.442 -3.458
C -5.389 1.406 -1.021
H -1.623 -0.379 3.019
H 0.721 1.634 4.907
H 0.307 -0.169 -2.721
H -4.469 0.701 -3.018
H 2.420 -1.825 4.445
N -0.596 -0.423 -0.536
O 4.822 -0.223 -3.464
O 4.696 1.713 0.567
H -3.898 3.198 -0.912
C -1.707 -0.716 1.902
H 4.793 1.574 -0.440
H -5.226 3.393 -2.236
H -2.262 1.201 -2.380
H -1.707 -1.193 -2.248
H -2.672 -3.353 3.212
C -0.366 -0.376 0.989
O 1.472 -1.690 4.088
H 6.265 -1.149 -1.773
O 4.553 -2.261 -4.254
N 0.275 0.861 4.365
C 2.356 0.208 0.549
H -5.664 3.604 -0.345
O -2.259 -2.441 3.154
H -6.479 1.271 -1.475
C 1.133 -0.053 1.660
C -2.760 0.660 -1.440
O -1.787 -2.213 1.939
H 6.768 -2.460 -2.894
O 4.576 -0.449 1.714
C 3.928 0.493 0.980
C 2.071 0.190 -1.098
P 1.424 -0.004 3.552
H -2.559 -1.569 -0.610
C -5.030 3.006 -1.145
C -4.353 0.454 -1.864
*
```

As for the orbital gap: 6.49 eV. The strongest force on any atom is 9.60 eV Å⁻¹.

11.
Below is a molecular structure, C13H23N4O4P2RbS2, with properties calculated with ωB97M-V/def2-TZVPD.

```
! RIJCOSX wB97M-V def2-TZVPD def2/J DEFGRID3
* xyz -2 1
H -1.338 0.806 4.091
S -4.359 -1.572 2.234
C 2.193 1.421 2.773
H 5.176 -1.167 1.226
H 0.110 1.514 4.851
C -2.344 -3.003 0.243
H -0.691 2.342 3.474
S 0.564 2.845 0.079
H 0.137 -6.864 0.835
C -0.426 1.379 3.906
P 3.759 0.781 0.334
H -1.953 -5.521 1.065
P 0.608 0.445 2.697
C 1.187 -5.271 -0.158
H 1.579 -0.402 4.869
C 1.136 -0.845 3.970
C 5.309 -0.308 0.556
H 6.127 0.309 0.941
H 1.845 -1.554 3.538
C -1.115 -3.801 0.094
O -0.253 2.215 1.171
N -0.055 -3.252 -0.515
H -5.576 0.608 1.187
H 3.059 -1.571 0.240
C -1.072 -5.108 0.589
C 3.393 0.670 2.171
N -3.424 -1.002 -0.307
H -4.989 0.673 -0.408
Rb -0.814 0.286 -0.187
H 2.032 2.367 2.259
H 2.121 -5.807 -0.265
C 1.055 -3.970 -0.627
C 0.088 -5.847 0.461
H 1.674 -0.466 0.030
O -0.228 2.744 -1.165
N -5.259 0.098 0.378
H 2.388 1.631 3.832
O 1.795 2.013 -0.112
N -2.395 -1.868 -0.338
H -3.159 -3.431 0.817
H 0.244 -1.409 4.258
C -4.292 -0.855 0.682
O 0.903 4.221 0.434
H 1.887 -3.479 -1.121
H 4.315 1.028 2.642
H 5.614 -0.681 -0.428
H 2.786 -0.733 -1.322
C 2.715 -0.648 -0.235
H 3.321 -0.399 2.401
*
```

As for the orbital gap: 6.18 eV. The strongest force on any atom is 1.78 eV Å⁻¹. The value obtained for the energy relative to the best compared isomer or geometry (same formula, charge and spin) is 6.82 kcal per mole.